No. 1
{"formula": "C4H17NO6", "method": "ωB97M-V/def2-TZVPD", "species": ["H", "H", "H", "C", "O", "H", "H", "H", "O", "H", "C", "C", "O", "H", "O", "H", "O", "H", "H", "H", "H", "H", "C", "H", "H", "H", "O", "N"], "xyz": [[-2.02073, -0.12152, -2.64566], [-1.18162, -0.76191, 2.32345], [-0.77694, 1.06520, -2.45390], [-1.20643, 2.06393, -0.04659], [0.28748, -1.73671, 0.37669], [0.11455, 2.99382, -1.24257], [3.54090, -0.45747, 0.19247], [-1.68506, -1.72948, -0.04988], [3.41043, 0.37170, -0.30458], [2.59769, -2.07843, -1.26398], [-0.64214, -1.41725, -0.34304], [-1.43624, 0.36919, -1.88685], [-2.11508, -0.81041, 2.07258], [-2.94601, 1.69965, -1.51279], [2.06931, -0.90559, 3.17610], [-1.65118, 2.48344, 0.82150], [-0.79882, 3.10438, -0.96313], [1.72411, -1.34672, 2.39303], [3.29949, 0.08557, -1.21254], [-2.71747, 0.50976, -0.07656], [1.88734, 0.02398, 3.00343], [-0.31492, 1.43282, 0.18441], [-2.23525, 1.22498, -0.81314], [2.28934, -2.33611, 0.21729], [-2.57578, -1.00535, 2.89428], [0.45576, -0.01363, -1.09378], [3.01344, -2.20201, -0.40552], [-0.38617, -0.50584, -1.34069]], "nbo_charge": [0.208, 0.483, 0.202, -0.067, -0.689, 0.472, 0.500, 0.172, -0.965, 0.470, 0.535, -0.228, -0.957, 0.232, -0.939, 0.188, -0.737, 0.473, 0.455, 0.223, 0.467, 0.163, -0.444, 0.497, 0.480, 0.393, -0.958, -0.629], "total_charge": 0, "homo_lumo_gap_ev": 10.6, "e_lumo_ev": 0.35}

---

No. 2
{"formula": "C22H28As2BrIrN2O3S", "method": "ωB97M-V/def2-TZVPD", "species": ["O", "C", "C", "H", "H", "C", "H", "H", "C", "Ir", "C", "H", "C", "H", "H", "H", "H", "H", "As", "H", "S", "H", "H", "H", "O", "C", "H", "As", "H", "H", "C", "H", "H", "N", "N", "C", "C", "H", "C", "C", "Br", "H", "H", "C", "H", "H", "C", "H", "C", "C", "C", "H", "C", "O", "C", "H", "C", "C", "C", "H"], "xyz": [[-7.01476, 2.99850, 2.13884], [3.65461, -0.40313, 1.96131], [2.68623, -0.01454, -2.17552], [-0.04366, -1.55519, -2.64879], [-0.77676, 2.75869, -0.28904], [-4.00061, 1.39463, 2.41727], [-1.80551, -4.58438, 2.46757], [3.01038, 2.91049, 1.91351], [3.59220, 2.55678, 1.05422], [0.49914, 0.52621, 0.30303], [3.17044, -0.61719, -3.33235], [2.81099, -0.66326, 2.64203], [-4.44512, 1.81711, 0.04508], [-4.43904, 1.22199, 3.40030], [0.45981, 2.48005, -3.77664], [6.34285, -1.43649, -2.25149], [-1.80886, 1.46139, 3.03910], [5.47459, -0.32058, -0.20579], [0.90682, 0.73534, -1.96711], [-0.66656, -5.51784, 0.10099], [-6.74399, 1.60271, 1.70059], [4.04056, -1.33335, 1.53858], [3.43783, 3.26915, 0.22757], [2.49617, -0.85263, -4.11693], [-7.37967, 1.02483, 0.48672], [-4.90160, 1.55806, 1.34775], [4.66678, 2.47093, 1.31358], [2.88520, 0.80353, 0.62759], [-0.87437, -2.03304, -0.80004], [0.23099, -0.65178, -4.11845], [-1.44050, -3.64521, 2.06932], [-0.61426, -4.30092, -1.23922], [-5.16554, 2.04780, -0.74232], [-0.35862, -1.21608, 1.02834], [-0.76955, 2.23093, 0.61662], [-1.17138, -4.61147, -0.32240], [4.82849, -0.40967, -1.07589], [-1.47887, -2.53944, 3.88795], [-1.14061, -3.49851, 0.68385], [-2.14799, 1.75903, 0.92747], [0.22521, 0.11815, 3.36010], [1.81104, 3.13019, -2.67634], [-1.18215, -0.25874, -2.99641], [4.50541, -1.01028, -3.41020], [-0.40574, 2.89403, 1.32187], [-2.70454, 2.03255, -1.14143], [-1.15182, -2.53969, 2.84161], [4.39060, 0.11353, 2.57882], [-3.07081, 1.84580, -0.13819], [-2.57233, 1.50112, 2.24246], [0.83602, 2.53774, -2.76738], [4.95575, -1.39082, -4.32285], [5.29731, -1.00222, -2.24149], [-6.84141, 0.52049, 2.80423], [-0.10756, -0.55206, -3.09225], [0.05224, 3.14016, -2.21484], [-0.84403, -2.20685, 0.24547], [-0.50335, -1.41383, 2.34866], [3.53295, 0.07862, -1.05492], [-2.22902, -4.96136, -0.56409]], "nbo_charge": [-0.769, -0.941, -0.381, 0.237, 0.414, -0.172, 0.264, 0.250, -0.932, 0.656, -0.142, 0.249, -0.192, 0.256, 0.265, 0.251, 0.240, 0.230, 0.987, 0.258, 2.233, 0.263, 0.257, 0.216, -0.732, -0.258, 0.265, 1.019, 0.211, 0.254, -0.103, 0.230, 0.265, -0.558, -0.837, -0.658, -0.209, 0.268, 0.010, 0.080, 0.122, 0.276, 0.247, -0.179, 0.424, 0.206, -0.265, 0.257, -0.187, -0.239, -0.932, 0.248, -0.162, -0.523, -0.919, 0.224, 0.047, 0.199, -0.348, 0.263], "total_charge": 2, "homo_lumo_gap_ev": [7.2, 6.5], "multiplicity": 5, "s2": 6.022, "e_lumo_ev": [-5.80, -8.41]}

---

No. 3
{"formula": "C3H9NO3S", "method": "ωB97M-V/def2-TZVPD", "species": ["H", "C", "C", "H", "O", "H", "N", "C", "H", "H", "H", "H", "H", "O", "O", "H", "S"], "xyz": [[0.93222, 0.67063, 1.75766], [1.15903, 2.41170, -1.09344], [-2.19576, -1.12819, 0.01616], [-2.44927, -2.13519, -0.01040], [1.46063, -2.91152, 0.88621], [-0.29403, -0.23856, 0.58182], [0.79744, 0.96091, 0.79694], [1.41153, 1.97324, 0.26498], [-2.14787, -0.63002, -0.96734], [-3.00250, -0.70199, 0.52084], [0.04417, 2.34332, -1.32571], [1.76874, 1.55570, -1.61328], [2.14005, 2.51151, 0.80063], [-0.82328, -1.19381, 0.57103], [-0.66407, -3.90965, 0.27496], [1.48557, 3.39413, -1.40171], [0.37740, -2.97221, -0.05938]], "nbo_charge": [0.383, -0.692, -0.262, 0.206, -0.823, 0.513, -0.695, 0.199, 0.166, 0.180, 0.244, 0.258, 0.168, -0.772, -0.822, 0.237, 1.513], "total_charge": 0, "homo_lumo_gap_ev": [6.5, 7.7], "multiplicity": 3, "s2": 2.010, "e_lumo_ev": [0.52, -2.78]}

---

No. 4
{"formula": "C6H10", "method": "ωB97M-V/def2-TZVPD", "species": ["H", "C", "H", "C", "C", "H", "H", "C", "H", "H", "C", "C", "H", "H", "H", "H"], "xyz": [[-2.16450, -1.28972, 0.50501], [0.70345, -0.37831, -0.36470], [1.04241, -1.14359, -1.05610], [1.75693, 0.72493, -0.15024], [0.06459, -0.89352, 0.96046], [-1.06151, -0.48597, -1.93107], [2.78117, 0.32801, -0.06404], [-1.50390, 0.78317, -0.10517], [0.29399, -0.27095, 1.83579], [1.58175, 1.26729, 0.79022], [-1.31120, -0.63643, 0.36465], [-0.72691, -0.15455, -0.94555], [1.75959, 1.45447, -0.96130], [0.25718, -1.93698, 1.23146], [-2.51213, 1.01275, -0.43838], [-0.96091, 1.61942, 0.32896]], "nbo_charge": [0.213, -0.207, 0.209, -0.621, -0.398, 0.213, 0.215, -0.429, 0.192, 0.203, -0.221, -0.222, 0.212, 0.213, 0.222, 0.206], "total_charge": 0, "homo_lumo_gap_ev": 10.7, "e_lumo_ev": 1.24}

---

Electronic energy, respectively: -668.77085, -8737.68123, -798.14849, -234.54382 hartree.